# 1
{"formula": "C32H64BFI3N5O9P", "method": "ωB97M-V/def2-TZVPD", "symbols": ["C", "C", "C", "C", "C", "C", "P", "C", "O", "C", "F", "C", "I", "B", "O", "O", "C", "C", "C", "C", "I", "C", "C", "I", "N", "C", "O", "C", "C", "O", "C", "C", "H", "H", "H", "H", "H", "H", "H", "H", "H", "H", "H", "H", "H", "H", "H", "H", "H", "H", "H", "H", "H", "H", "H", "H", "H", "H", "H", "H", "H", "H", "H", "H", "H", "H", "H", "H", "C", "C", "O", "N", "C", "H", "H", "H", "H", "H", "H", "H", "C", "C", "O", "N", "C", "H", "H", "H", "H", "H", "H", "H", "C", "C", "O", "N", "C", "H", "H", "H", "H", "H", "H", "H", "C", "C", "O", "N", "C", "H", "H", "H", "H", "H", "H", "H"], "positions_angstrom": [[-0.30740, 7.61695, 3.44923], [-0.18822, 7.31465, 2.29492], [0.12087, 6.83766, 0.93957], [-0.84740, 5.73362, 0.43564], [-0.22992, 4.36387, 0.14799], [0.37089, 3.50937, 1.27740], [-0.84461, 3.66828, 2.74130], [-2.09012, 2.32745, 2.37104], [0.04128, 3.11170, 4.03949], [1.71325, 3.98278, 1.88345], [1.56756, 4.98358, 2.79103], [2.54892, 2.76511, 2.36625], [4.61440, 2.98627, 1.62657], [2.89236, 2.64396, 3.92123], [3.13101, 1.40068, 4.49333], [3.01734, 3.75601, 4.72217], [4.34073, 4.18234, 5.09492], [4.71068, 5.49532, 4.38349], [1.95538, 1.54658, 1.56667], [1.80477, 0.14352, 2.18146], [0.32926, -0.16830, 3.70712], [1.59471, -0.93017, 1.08139], [0.13940, -1.16670, 0.64909], [2.39280, -2.79850, 1.85123], [0.73182, 2.07577, 0.83571], [0.50472, 1.67820, -0.61757], [1.08879, 2.47216, -1.57583], [2.50331, 2.60994, -1.51202], [2.99516, 3.12916, -2.88002], [4.26712, 2.63828, -3.19487], [4.28230, 1.27030, -3.61236], [5.18323, 0.44056, -2.67190], [-0.42304, 7.94370, 4.45471], [0.04687, 7.69806, 0.27185], [1.15844, 6.50922, 0.88235], [-1.19295, 6.08010, -0.54270], [-1.74944, 5.70637, 1.04004], [0.54992, 4.51146, -0.60477], [-0.98825, 3.75687, -0.35533], [-3.02202, 2.85326, 2.16519], [-2.24476, 1.67626, 3.22822], [-1.86285, 1.72261, 1.48709], [-0.44277, 2.38485, 4.45377], [2.29676, 4.42119, 1.06072], [2.43732, 1.16900, 5.12285], [5.08379, 3.40258, 4.92293], [4.31295, 4.38591, 6.16553], [4.44759, 6.36222, 4.98057], [4.19630, 5.52460, 3.42357], [5.77603, 5.49531, 4.14549], [2.71508, 1.33008, 0.81735], [2.76224, -0.06870, 2.64969], [2.23896, -0.71327, 0.23120], [-0.31361, -2.01665, 1.14819], [-0.48079, -0.28413, 0.77436], [0.13646, -1.42083, -0.41078], [-0.01766, 1.52716, 1.28250], [0.78245, 0.63313, -0.74848], [-0.57366, 1.74036, -0.76592], [2.74132, 3.36402, -0.75717], [3.01647, 1.66852, -1.29628], [2.24914, 2.81462, -3.62141], [3.00511, 4.21788, -2.89015], [4.62243, 1.21406, -4.64462], [3.26705, 0.86988, -3.54469], [4.59024, -0.27114, -2.09536], [5.64188, 1.11959, -1.95257], [5.97633, -0.07552, -3.20680], [-2.40834, -0.68620, -3.03016], [-2.72974, -1.45535, -1.77581], [-2.31557, -1.10964, -0.66589], [-3.47248, -2.57033, -1.89265], [-4.04590, -3.17544, -3.08196], [-1.79925, 0.17507, -2.76749], [-1.84783, -1.30333, -3.73216], [-3.32447, -0.33582, -3.50733], [-3.63014, -3.04032, -1.01455], [-5.12538, -3.25196, -2.96609], [-3.65056, -4.17819, -3.20529], [-3.82389, -2.58843, -3.96860], [-2.69232, -5.65438, 4.47854], [-1.48429, -5.00974, 3.84014], [-1.14149, -5.26811, 2.69764], [-0.78518, -4.11532, 4.58999], [-1.05162, -3.67794, 5.94635], [-3.13625, -6.33523, 3.75895], [-2.40691, -6.21952, 5.36631], [-3.43202, -4.90265, 4.75677], [0.01521, -3.72693, 4.11417], [-1.21805, -2.59834, 5.96890], [-0.20125, -3.90678, 6.59046], [-1.93126, -4.17120, 6.34500], [1.17754, -0.49087, -6.95542], [-0.09072, -1.17873, -6.51159], [-0.51473, -1.07588, -5.36633], [-0.75300, -1.92143, -7.42869], [-0.40602, -2.15640, -8.81902], [1.58295, 0.05854, -6.11120], [1.91603, -1.22011, -7.28947], [0.97477, 0.20876, -7.76666], [-1.58937, -2.35452, -7.06927], [-1.20546, -1.80032, -9.46960], [-0.26550, -3.22348, -8.99431], [0.51019, -1.63808, -9.07911], [-5.90731, -8.02238, -1.70916], [-5.01714, -6.84262, -1.40450], [-4.93718, -5.88257, -2.16052], [-4.29654, -6.88144, -0.25559], [-4.26295, -7.92669, 0.75009], [-6.40853, -7.83872, -2.65419], [-5.32079, -8.93772, -1.79295], [-6.65953, -8.15049, -0.93025], [-3.71504, -6.07066, -0.11116], [-4.57978, -7.52798, 1.71518], [-3.24912, -8.31576, 0.85195], [-4.92425, -8.74198, 0.47814]], "forces_ev_per_angstrom": [[-0.14, 0.19, -0.20], [0.58, -0.40, 0.13], [-0.56, 0.20, 0.17], [0.08, 0.54, -0.42], [0.45, -0.29, -0.40], [0.17, 0.08, 1.58], [-0.48, 0.49, 0.27], [0.42, 0.36, -0.25], [-0.35, -0.29, -0.49], [1.27, 0.22, -1.53], [-0.24, -0.18, 0.24], [-0.73, -0.39, -0.21], [0.01, -0.01, 0.31], [-0.16, 0.39, 1.38], [-0.24, -0.07, -0.79], [0.21, -0.32, -1.07], [-0.05, 0.83, 0.55], [0.07, -0.81, -0.29], [1.07, 0.47, -0.16], [0.07, -0.13, -0.59], [0.06, -0.13, 0.06], [-0.45, -0.40, 0.86], [0.82, -0.29, -0.58], [0.03, 0.16, -0.23], [-1.26, -0.69, 0.81], [0.01, 0.14, -0.90], [-0.05, -0.06, 0.35], [0.24, 0.57, -0.57], [-0.61, -0.39, -0.02], [0.11, 0.23, -0.09], [0.08, -0.30, 0.77], [-0.21, 0.41, -0.06], [-0.05, -0.04, 0.00], [0.01, -0.05, -0.06], [0.04, 0.00, 0.13], [-0.03, -0.20, -0.03], [0.12, -0.17, 0.24], [-0.04, 0.02, 0.06], [-0.08, 0.07, 0.07], [-0.04, -0.06, -0.01], [-0.01, -0.06, -0.03], [-0.15, -0.21, 0.12], [0.30, -0.08, 0.10], [-0.22, 0.13, 0.02], [0.36, 0.05, 0.29], [-0.13, -0.12, -0.12], [0.03, -0.26, 0.05], [-0.04, 0.08, -0.07], [-0.10, 0.21, 0.06], [0.03, 0.19, 0.22], [-0.33, 0.07, -0.35], [-0.10, 0.27, 0.31], [0.08, 0.09, 0.06], [-0.17, 0.19, 0.23], [-0.25, -0.16, 0.04], [-0.16, 0.02, 0.01], [-0.01, 0.06, -0.07], [0.27, 0.06, 0.36], [0.03, -0.03, 0.02], [0.17, -0.27, 0.21], [-0.15, -0.10, 0.10], [0.04, 0.00, -0.02], [0.28, 0.01, 0.00], [-0.02, 0.11, -0.05], [-0.05, 0.02, -0.30], [0.11, -0.17, -0.10], [0.12, 0.01, -0.08], [-0.04, -0.12, 0.04], [-0.07, -0.08, 0.21], [-0.03, -0.12, 0.09], [0.01, 0.33, -0.05], [0.02, 0.10, -0.03], [0.03, 0.05, 0.03], [0.00, -0.01, 0.02], [-0.13, 0.12, -0.02], [0.04, -0.04, -0.10], [-0.04, -0.04, -0.02], [-0.02, -0.06, -0.10], [-0.06, -0.06, -0.10], [0.06, 0.11, 0.08], [0.00, -0.02, -0.04], [0.01, 0.03, -0.07], [-0.05, 0.01, 0.00], [-0.09, -0.02, 0.02], [0.24, 0.05, -0.19], [0.04, 0.01, -0.03], [-0.05, 0.04, 0.04], [0.00, -0.03, 0.07], [0.03, 0.01, -0.02], [-0.07, -0.01, 0.08], [-0.06, -0.01, 0.08], [-0.01, -0.01, 0.00], [0.00, 0.03, 0.06], [-0.07, -0.04, 0.05], [0.20, 0.02, -0.17], [0.09, 0.06, 0.00], [-0.21, -0.09, 0.14], [-0.04, -0.01, 0.03], [0.00, 0.04, -0.07], [0.06, -0.04, -0.05], [0.00, -0.02, -0.02], [0.06, 0.02, -0.06], [0.06, 0.02, -0.06], [0.01, 0.01, 0.01], [-0.02, 0.04, -0.06], [0.05, 0.05, -0.03], [-0.01, -0.09, 0.16], [-0.11, -0.04, -0.05], [0.15, 0.22, -0.02], [0.03, 0.05, 0.00], [-0.04, -0.03, 0.06], [0.03, -0.08, 0.01], [0.05, -0.03, 0.03], [-0.03, -0.08, 0.02], [-0.03, -0.07, 0.04], [-0.01, 0.00, -0.02]], "mulliken_charge": [0.090, -0.578, -0.743, -0.931, -1.218, 2.142, -0.051, -1.008, -0.452, -1.521, -0.346, -1.209, 0.130, 1.822, -0.545, -0.429, -0.400, -0.830, 0.113, -2.099, 0.050, -0.709, -1.261, 0.165, 2.197, -1.231, -0.325, 1.228, -0.974, -0.476, -0.039, -1.149, 0.414, 0.483, 0.248, 0.483, 0.567, 0.309, 0.194, 0.357, 0.404, 0.119, 0.273, 0.817, 0.230, 0.295, 0.397, 0.302, 0.113, 0.288, 0.387, 1.050, 0.746, 0.845, 0.218, 0.259, -0.655, 0.593, 0.176, -0.636, 0.104, 0.358, 0.371, 0.466, 0.111, 0.267, 0.305, 0.323, -1.101, 0.859, -0.635, -0.126, -0.891, -0.056, 0.436, 0.478, 0.204, 0.271, 0.271, 0.384, -1.158, 0.954, -0.655, -0.077, -0.851, 0.076, 0.398, 0.364, 0.068, 0.214, 0.291, 0.366, -1.164, 0.800, -0.602, -0.170, -0.863, 0.042, 0.378, 0.383, 0.215, 0.288, 0.287, 0.342, -1.357, 0.801, -0.576, -0.108, -0.814, 0.291, 0.371, 0.378, 0.135, 0.223, 0.275, 0.365], "fmax_ev_per_a": 2.00, "spin_multiplicity": 1, "total_charge": 1, "total_energy_ha": -3567.5830, "lumo_energy_ev": -2.790}

***

# 2
{"formula": "C5H13N2O", "method": "ωB97M-V/def2-TZVPD", "symbols": ["C", "C", "C", "C", "C", "N", "N", "O", "H", "H", "H", "H", "H", "H", "H", "H", "H", "H", "H", "H", "H"], "positions_angstrom": [[0.71801, 0.47037, -0.15676], [1.98722, -0.04769, 0.37585], [0.88090, 1.23006, -1.49060], [-2.16477, 0.00235, 0.69010], [-1.18225, -1.21523, 0.66821], [2.83079, 0.83122, 0.74138], [-0.13523, -0.87807, -0.38075], [-1.74002, -2.41373, 0.29492], [0.02334, 1.21291, 0.32229], [1.38373, 2.19702, -1.36659], [-0.13828, 1.33452, -1.98805], [1.48201, 0.68868, -2.14176], [-2.83528, -0.02269, 1.62979], [-2.91412, -0.06159, -0.06518], [-1.60899, 0.93711, 0.77134], [-0.49586, -1.46065, 1.60712], [2.67481, 1.84630, 0.66604], [3.74517, 0.39547, 0.78428], [-0.67138, -0.56999, -1.30589], [0.45811, -1.70036, -0.62335], [-2.29789, -2.77602, 0.96762]], "forces_ev_per_angstrom": [[-1.59, -0.07, -0.18], [-1.13, -0.71, -0.29], [-1.63, -0.16, 0.04], [-0.22, -1.07, 3.29], [1.55, 0.55, 1.78], [0.99, 0.41, -0.38], [-1.76, 2.17, -3.34], [0.34, 0.15, -1.62], [0.99, -1.26, 0.74], [-0.50, -0.14, 0.27], [1.27, 0.29, 0.65], [1.17, -1.09, -1.40], [1.31, -0.15, -1.12], [0.00, 0.07, -1.19], [-0.57, -0.09, -0.29], [-1.59, 1.32, -1.38], [0.61, -0.40, 0.29], [0.41, 1.12, 0.73], [0.99, -1.49, 2.19], [-0.12, 0.81, 0.46], [-0.49, -0.26, 0.77]], "nbo_charge": [-0.174, 0.069, -0.621, -0.680, 0.266, -0.693, -0.555, -0.707, 0.244, 0.249, 0.227, 0.229, 0.259, 0.249, 0.218, 0.199, 0.385, 0.431, 0.431, 0.469, 0.507], "fmax_ev_per_a": 4.35, "spin_multiplicity": 1, "total_charge": 1, "total_energy_ha": -382.7109, "lumo_energy_ev": -2.906}

***

# 3
{"formula": "C5H9N3", "method": "ωB97M-V/def2-TZVPD", "symbols": ["C", "C", "C", "C", "C", "H", "H", "H", "H", "H", "H", "H", "H", "H", "N", "N", "N"], "positions_angstrom": [[-1.86896, -0.69646, -0.00632], [-0.33501, 0.61206, 0.19170], [0.91366, 1.56611, -0.07382], [2.12955, -0.61065, -0.08179], [-0.27966, -0.66388, -0.39272], [-2.11582, -1.06613, 0.93771], [-2.59913, -1.17196, -0.71264], [-2.41405, 1.27739, 0.44326], [-0.36863, 0.35245, 1.22895], [0.74497, 2.29909, -1.08528], [0.95185, 2.14549, 1.03573], [3.09516, -1.11105, 0.23759], [0.85070, -2.42616, 0.06776], [-0.06570, -0.68859, -1.45075], [-1.74563, 0.78204, -0.25118], [2.10757, 0.68018, -0.18841], [0.99913, -1.27994, 0.10020]], "forces_ev_per_angstrom": [[0.80, -0.49, -3.95], [0.41, 4.49, 0.14], [-1.61, 0.09, 0.67], [0.65, 2.63, 1.52], [1.46, -2.61, -0.97], [0.04, -0.09, 2.00], [0.93, 0.21, 0.31], [1.75, -0.60, -1.45], [0.36, 0.46, 1.25], [0.66, -1.95, 3.12], [0.51, -0.82, -3.44], [-1.09, 0.40, -1.14], [1.58, 4.03, 0.14], [-1.07, 0.41, -0.72], [-1.92, 0.45, 2.24], [0.97, 0.70, -0.25], [-4.43, -7.29, 0.54]], "nbo_charge": [-0.210, -0.097, -0.236, 0.260, -0.067, 0.185, 0.197, 0.353, 0.161, 0.223, 0.204, 0.198, 0.397, 0.200, -0.598, -0.546, -0.624], "fmax_ev_per_a": 8.55, "spin_multiplicity": 1, "total_energy_ha": -360.0193, "lumo_energy_ev": 0.902}